Formula: C16H20N2O5
Source: the OMol25 dataset
Level of theory: wB97M-V/def2-TZVPD

ORCA input file:
```
! wB97M-V def2-TZVPD RIJCOSX def2/J DEFGRID3
* xyz 0 1
O -2.532 0.676 -3.954
O -0.007 4.653 -1.615
O 2.730 0.391 1.402
O 1.704 -1.867 2.961
O -2.091 -1.937 0.060
C -1.800 1.496 -3.444
C -0.454 3.642 -2.174
C -1.097 0.089 -1.546
C -1.189 1.367 -2.107
C 0.831 0.256 0.085
C 1.550 -0.224 1.204
C 0.982 -1.256 1.970
C -0.909 -1.399 0.458
C -0.376 -0.327 -0.312
C -0.258 -1.816 1.637
N -0.765 2.502 -1.415
N -1.465 2.570 -4.243
C 3.014 0.825 2.731
C 2.724 -2.730 2.416
C -1.925 -3.254 -0.521
C -0.790 -2.955 2.527
C -0.965 2.749 0.037
C -0.651 3.664 -3.722
H -1.569 -0.691 -2.102
H 1.323 1.057 -0.493
H -2.000 2.633 -5.103
H 3.867 0.223 3.127
H 2.193 0.718 3.414
H 3.341 1.874 2.700
H 2.419 -3.793 2.600
H 3.722 -2.506 2.840
H 2.844 -2.662 1.308
H -1.336 -3.193 -1.429
H -1.457 -3.998 0.154
H -2.886 -3.685 -0.742
H -0.577 -2.789 3.570
H -1.848 -3.109 2.421
H -0.314 -3.893 2.226
H -1.607 1.984 0.482
H 0.001 2.803 0.587
H -1.539 3.673 0.198
H 0.312 3.597 -4.253
H -1.152 4.639 -3.940
*
```

E = -1107.34163 hartree
Highest occupied orbital energy = -8.0215 eV
ΔE to the lowest compared entry with this formula, charge and spin = 339.7 kJ/mol
Frontier orbital gap = 8.285 eV
Lowest unoccupied orbital energy = 0.26 eV

Atomic partial charges in e from the Mulliken method, atoms 1 to 5: atom 1 (O): -0.6758, atom 2 (O): -0.6543, atom 3 (O): -0.5186, atom 4 (O): -0.5325, atom 5 (O): -0.6218

Formula: C14H8CdN4S5Te
Source: the OMol25 dataset
Level of theory: wB97M-V/def2-TZVPD

ORCA input file:
```
! wB97M-V def2-TZVPD RIJCOSX def2/J DEFGRID3
* xyz -2 1
Cd -2.773 0.803 -0.844
S 0.806 6.980 -2.732
C 0.065 5.569 -2.312
S -0.909 4.648 -3.412
C -1.267 3.289 -2.344
C -0.752 3.386 -1.084
S -0.927 2.280 0.232
S 0.170 4.849 -0.743
S -2.177 2.022 -3.048
N -6.808 1.301 4.071
C -6.530 1.392 2.950
N -6.381 1.535 1.690
C -5.463 1.435 0.846
N -4.777 1.409 -0.103
C 2.544 -0.941 2.226
Te 1.259 0.652 1.388
C 0.930 -0.867 -0.124
C 1.986 -1.909 0.008
C 2.172 -2.869 -0.979
C 3.153 -3.836 -0.852
C 3.966 -3.854 0.270
C 3.774 -2.909 1.263
C 2.787 -1.939 1.149
H 2.009 -1.425 3.044
H 3.482 -0.564 2.626
H 0.948 -0.396 -1.106
H -0.059 -1.303 0.014
H 1.537 -2.852 -1.854
H 3.285 -4.577 -1.627
H 4.738 -4.606 0.373
H 4.401 -2.918 2.146
N -2.557 -2.456 -0.446
C -2.633 -1.329 -0.687
*
```

E = -3184.14270 hartree
Highest occupied orbital energy = -1.8865 eV
ΔE to the lowest compared entry with this formula, charge and spin = 35.3 kJ/mol
Frontier orbital gap = 5.843 eV
Lowest unoccupied orbital energy = 3.96 eV

Atomic partial charges in e from the Mulliken method, atoms 1 to 5: atom 1 (Cd): 0.8911, atom 2 (S): -0.3767, atom 3 (C): 0.0991, atom 4 (S): -0.1477, atom 5 (C): 0.2174

Formula: C24H29N9O8S2Y
Source: the OMol25 dataset
Level of theory: wB97M-V/def2-TZVPD

ORCA input file:
```
! wB97M-V def2-TZVPD RIJCOSX def2/J DEFGRID3
* xyz -1 1
Y 0.980 -0.738 -0.624
N 3.381 -0.071 -1.107
C 3.860 -1.101 -2.053
C 2.791 -1.250 -3.152
O 3.114 -1.194 -4.341
N 1.565 -1.388 -2.639
C 0.471 -1.214 -3.585
C -0.467 -0.083 -3.115
O -1.483 0.172 -3.746
O -0.084 0.563 -2.054
H 3.386 0.831 -1.573
H 3.995 -0.009 -0.304
H 3.969 -2.043 -1.513
H 4.809 -0.838 -2.525
H -0.111 -2.130 -3.714
H 0.866 -0.933 -4.565
O -0.782 -4.019 1.691
C -0.364 -2.973 1.190
O 0.476 -2.849 0.246
C -0.814 -1.651 1.835
C -1.829 -1.533 2.766
C -2.039 -0.290 3.358
C -1.197 0.769 3.052
C -0.213 0.566 2.095
N -0.055 -0.609 1.496
C 0.820 1.609 1.649
O 0.992 2.605 2.355
O 1.455 1.293 0.592
H -2.428 -2.398 3.013
H -2.845 -0.153 4.068
H -1.299 1.741 3.513
N -4.624 1.641 -0.927
C -4.986 0.363 -1.126
O -6.153 -0.006 -1.158
C -3.873 -0.621 -1.345
C -4.141 -1.722 -2.147
C -3.162 -2.675 -2.322
C -1.947 -2.502 -1.685
N -1.663 -1.450 -0.917
C -2.618 -0.529 -0.748
H -5.340 2.313 -0.715
H -3.659 1.940 -0.815
H -5.113 -1.805 -2.613
H -3.334 -3.543 -2.943
H -1.162 -3.246 -1.766
H -2.363 0.302 -0.101
S 3.423 -1.988 1.332
C 2.487 -2.285 2.673
N 2.232 -1.383 3.639
C 1.357 -1.896 4.680
C 1.174 -3.370 4.262
N 1.988 -3.477 3.053
H 2.445 -0.409 3.515
H 0.410 -1.355 4.710
H 1.837 -1.806 5.657
H 0.136 -3.623 4.048
H 1.558 -4.053 5.022
H 1.764 -4.166 2.352
S -1.746 2.887 0.435
C -0.477 3.610 -0.408
N -0.305 3.385 -1.714
C 0.887 3.829 -2.427
C 2.021 4.060 -1.441
C 1.524 5.019 -0.371
N 0.301 4.505 0.233
H -0.693 2.498 -2.032
H 0.663 4.754 -2.970
H 1.147 3.061 -3.155
H 2.905 4.461 -1.939
H 2.266 3.109 -0.963
H 1.317 5.999 -0.817
H 2.270 5.149 0.412
H 0.329 4.344 1.232
*
```

E = -2861.89956 hartree
Highest occupied orbital energy = -5.7181 eV
ΔE to the lowest compared entry with this formula, charge and spin = 123.7 kJ/mol
Frontier orbital gap = 8.112 eV
Lowest unoccupied orbital energy = 2.39 eV

Atomic partial charges in e from the Mulliken method, atoms 1 to 5: atom 1 (Y): 0.2933, atom 2 (N): -0.5672, atom 3 (C): -0.4339, atom 4 (C): 0.6334, atom 5 (O): -0.7789

Formula: C23H23NO3S
Source: the OMol25 dataset
Level of theory: wB97M-V/def2-TZVPD

ORCA input file:
```
! wB97M-V def2-TZVPD RIJCOSX def2/J DEFGRID3
* xyz 0 1
C -0.397 -4.175 3.721
C -1.061 -2.994 4.310
H -0.189 -2.430 4.676
H -1.686 -3.173 5.061
O -1.905 -2.195 3.130
C -1.104 -1.294 2.424
O 0.126 -1.028 2.491
C -1.978 -0.810 1.414
C -1.465 0.096 0.470
N -0.248 0.480 0.383
C 0.393 1.237 -0.546
O -0.471 1.781 -1.437
C 1.562 1.552 -0.780
C 2.448 0.165 -0.957
C 1.737 -0.784 -1.950
C 2.467 -1.759 -2.154
C 3.580 -2.010 -1.765
C 4.349 -1.102 -0.938
C 3.679 -0.196 -0.555
H 4.269 0.736 0.124
H 5.365 -1.415 -0.716
H 4.389 -2.955 -1.961
H 2.003 -2.646 -2.753
H 0.866 -0.444 -2.065
C 2.190 2.356 -1.731
C 2.714 3.688 -1.088
C 2.990 4.873 -2.063
C 2.918 4.500 -3.304
C 2.250 3.638 -3.792
C 1.802 2.550 -2.894
H 1.398 1.511 -3.324
H 1.956 3.372 -5.002
H 3.130 5.403 -3.990
H 3.548 5.719 -1.700
H 2.957 3.909 -0.113
H 2.160 1.656 0.489
H 0.407 -0.130 0.901
S -2.683 0.953 -0.205
C -3.911 -0.121 0.480
C -3.216 -0.837 1.495
H -4.026 -1.398 2.245
C -5.197 0.190 0.204
C -6.288 -0.721 0.870
H -7.414 -0.537 0.525
H -6.166 -0.558 1.868
H -6.246 -1.906 0.875
H -5.797 1.142 0.177
H -5.677 -0.195 -0.939
H -1.156 -4.958 3.205
H 0.450 -3.907 2.809
H 0.175 -4.828 4.379
*
```

E = -1568.15467 hartree
Highest occupied orbital energy = -7.2882 eV
ΔE to the lowest compared entry with this formula, charge and spin = 2032.2 kJ/mol
Frontier orbital gap = 7.247 eV
Lowest unoccupied orbital energy = -0.04 eV

Atomic partial charges in e from the Mulliken method, atoms 1 to 5: atom 1 (C): -0.9348, atom 2 (C): -0.2766, atom 3 (H): 0.2054, atom 4 (H): 0.4870, atom 5 (O): -0.3547

Formula: C3H3NO2P
Source: the OMol25 dataset
Level of theory: wB97M-V/def2-TZVPD

ORCA input file:
```
! wB97M-V def2-TZVPD RIJCOSX def2/J DEFGRID3
* xyz -1 1
C 0.020 1.069 -0.477
C -0.534 -0.011 -1.026
C 0.853 1.047 0.768
N 1.181 -0.075 1.286
O -0.716 -2.731 1.564
O -0.743 -1.245 -0.440
P 0.195 -2.236 0.549
H -0.168 1.977 -1.165
H -1.132 0.106 -2.051
H 1.045 2.099 0.993
*
```

E = -662.70593 hartree
Highest occupied orbital energy = -2.7669 eV
ΔE to the lowest compared entry with this formula, charge and spin = 41.7 kJ/mol
Frontier orbital gap = 6.933 eV
Lowest unoccupied orbital energy = 4.17 eV

Atomic partial charges in e from the Mulliken method, atoms 1 to 5: atom 1 (C): -0.1468, atom 2 (C): -0.1934, atom 3 (C): 0.0615, atom 4 (N): -0.8402, atom 5 (O): -0.4660